Entry 1
Entry from the OMol25 dataset: the ion C3H3N2S3 with charge -1 (the ωB97M-V functional and the def2-TZVPD basis).

Summary:
- Total charge: -1
- Gap between HOMO and LUMO: 0.2357 Ha
- SMILES: CN(N=C=S)C(=S)[S-]
- HOMO: -3.4 eV

Each line ends with the natural charge from an NBO analysis.
Positions of all 11 atoms, in Å:
C  -1.65  1.40  0.03  0.1621
C  0.06  -1.71  -0.20  -0.1406
C  1.08  0.53  0.18  -0.4421
N  -1.20  0.31  -0.16  -0.2074
N  -0.09  -0.35  0.10  -0.2819
S  -2.62  2.60  0.09  -0.0936
S  1.61  -2.31  -0.09  -0.3296
S  -1.27  -2.63  -0.55  -0.2898
H  1.90  -0.15  0.58  0.2611
H  1.45  1.00  -0.77  0.1820
H  0.73  1.30  0.79  0.1798


Entry 2
Entry from the OMol25 dataset: the ion C3H3N2S3 with charge -1 (the ωB97M-V functional and the def2-TZVPD basis).

Summary:
- Total charge: -1
- Gap between HOMO and LUMO: 0.2150 Ha
- HOMO: -2.8 eV

Each line ends with the natural charge from an NBO analysis.
Positions of all 11 atoms, in Å:
C  -1.35  -1.40  -0.41  -0.2507
C  1.32  0.27  0.28  -0.1183
C  -0.98  1.00  -0.07  -0.0099
N  -1.63  -0.11  0.13  -0.6677
N  2.62  0.04  0.12  -0.7775
S  -2.42  -2.54  0.16  -0.3556
S  -1.44  2.47  0.50  -0.1965
S  0.50  0.91  -1.05  0.2713
H  -2.65  -0.06  0.33  0.3870
H  3.03  -0.60  0.75  0.3789
H  3.00  0.02  -0.75  0.3392


Here are the energies relative to the best structure, in hartree: entry 1 0.0000; entry 2 0.0842.